DFT (the ωB97M-V functional and the def2-TZVPD basis) results for a cluster of 2 separate species, C6H17NO in total at a distorted geometry.

```
25
Properties=species:S:1:pos:R:3:forces:R:3
C -1.124 0.624 -0.710 -0.1 1.3 1.3
N -0.130 0.861 0.349 0.6 0.5 -0.6
C 1.221 0.915 -0.218 -0.1 -0.1 -0.5
C 2.312 0.941 0.855 -1.6 0.8 -0.3
C 2.594 -0.409 1.395 0.9 -2.2 1.3
C -2.507 1.044 -0.179 -1.1 -1.6 0.3
C -3.375 -0.212 0.067 0.9 -0.6 0.7
H -0.860 1.329 -1.504 0.1 -0.5 -0.2
H -1.109 -0.420 -1.044 -0.1 0.1 -0.4
H -0.194 0.225 1.127 -0.1 -0.4 0.0
H 1.234 1.795 -0.885 0.2 -0.1 0.4
H 1.389 0.058 -0.879 0.2 -0.2 -0.2
H 1.862 1.584 1.623 0.5 0.0 0.1
H 3.235 1.386 0.502 0.0 0.2 -0.1
H 1.797 -1.155 1.551 -0.5 0.7 -0.4
H 3.322 -0.991 0.817 0.0 0.4 -0.2
H 3.023 -0.378 2.403 0.2 0.3 -0.1
H -3.075 1.697 -0.849 0.4 0.1 0.1
H -2.454 1.476 0.821 0.5 0.6 -0.3
H -3.551 -0.777 -0.855 -0.6 0.3 0.2
H -4.231 -0.008 0.715 -0.4 0.1 -0.8
H -2.817 -0.925 0.705 0.2 0.3 -0.3
H 0.557 -2.839 -1.511 -0.8 0.5 -1.0
H 1.837 -3.095 -1.938 0.7 0.1 -1.1
O 1.043 -2.728 -2.359 0.1 -0.7 2.1
```
Positions in Å, forces in eV/Å.

Computed properties:
Orbital gap (eV): 9.19
Structure (SMILES): CCCNCCC.O
Molar mass (g/mol): 119.21

These are the Löwdin partial charges, in e, on atoms 1 to 6: -0.2368 -0.0864 -0.2645 -0.2547 -0.1460 -0.2384



DFT (the ωB97M-V functional and the def2-TZVPD basis) results for a structure of composition C17H24N5O2SSe3TeYb at a distorted geometry.

```
54
Properties=species:S:1:pos:R:3:forces:R:3
Yb 0.094 0.083 0.108 -3.2 -0.3 0.6
C 2.314 -3.919 1.486 -1.5 0.2 -0.8
C 1.648 -2.748 0.728 0.0 1.0 3.2
N 1.048 -1.769 1.390 -0.3 -1.1 -1.0
N 0.547 -2.077 2.624 -0.1 0.0 0.9
C -0.037 -1.167 3.496 1.3 -1.4 -0.3
N -0.204 -1.726 4.730 0.0 -0.3 -0.7
S -0.355 0.451 3.171 0.4 -0.8 -0.1
C 1.810 -2.542 -0.685 1.4 -1.4 -2.7
C 2.536 -3.500 -1.505 -0.9 1.6 1.7
C 2.458 -3.351 -2.865 -0.6 0.5 -0.7
C 1.681 -2.309 -3.419 0.2 -0.8 0.0
C 1.089 -1.407 -2.555 0.3 1.1 -2.3
N 1.207 -1.495 -1.256 0.0 -0.6 1.4
H 2.133 -4.808 0.858 0.4 0.1 0.6
H 1.741 -4.051 2.432 1.1 -0.3 -0.7
H 3.389 -3.726 1.670 -0.6 -0.1 -0.1
H 0.451 -3.084 2.823 -0.2 1.0 -0.1
H -0.069 -2.726 4.939 -0.1 1.1 -0.4
H -0.701 -1.160 5.377 -0.4 0.1 0.5
H 3.133 -4.253 -1.000 -0.2 -0.1 -0.3
H 2.953 -4.042 -3.524 0.2 -0.2 -0.1
H 1.517 -2.222 -4.504 0.2 0.0 0.7
H 0.569 -0.511 -2.989 0.2 -1.0 0.9
Se -3.909 -0.421 0.954 0.0 0.0 1.0
Se -4.061 -2.647 1.027 0.1 -0.3 -0.5
Te -2.663 -3.654 -0.969 -0.6 0.6 0.3
Se -0.856 -4.676 0.253 0.9 -0.4 0.5
O 1.886 1.203 -0.316 2.0 0.4 -0.4
C 1.888 2.638 -0.305 1.3 1.1 1.9
C 1.226 3.190 -1.519 0.3 0.4 -1.6
C -0.303 3.065 -1.612 0.1 -0.4 0.5
C -0.996 3.485 -0.342 -0.4 -0.6 0.9
C -1.512 4.762 -0.109 0.5 0.3 -1.6
C -2.453 4.978 0.858 0.0 -0.2 1.0
C -2.724 3.902 1.695 -0.2 0.5 0.2
C -2.007 2.715 1.583 -0.6 0.8 0.2
N -1.173 2.504 0.592 0.7 0.1 -1.6
H 2.712 0.801 -0.650 -0.6 0.6 0.1
H 2.969 3.014 -0.164 -1.6 -0.5 -0.4
H 1.334 2.954 0.632 0.7 -0.5 -0.9
H 1.701 2.693 -2.392 -0.4 0.2 0.3
H 1.464 4.247 -1.650 0.3 0.1 0.3
H -0.579 1.999 -1.822 -0.1 0.7 0.1
H -0.684 3.714 -2.406 0.2 -0.2 -0.1
H -1.257 5.602 -0.760 0.0 -0.4 -0.1
H -2.893 5.983 0.990 0.1 -0.8 0.0
H -3.460 4.032 2.454 -0.4 -0.2 0.5
H -2.121 1.915 2.296 -0.2 0.0 0.1
C -2.538 0.029 -2.008 0.2 -0.6 1.2
O -1.175 0.007 -1.725 0.3 0.6 0.2
H -2.798 -0.889 -2.569 -0.3 0.4 -0.1
H -2.894 0.924 -2.534 0.1 0.1 -0.3
H -3.075 -0.007 -1.015 0.1 0.1 -1.7
```
Positions in Å, forces in eV/Å.

Computed properties:
Orbital gap (spin up / spin down) (eV): 5.07 / 4.83
Spin multiplicity: 2
Molar mass (g/mol): 900.00
Expectation value of S²: 0.76

These are the Löwdin partial charges, in e, on atoms 1 to 6: 1.1663 -0.0446 -0.3356 -0.0337 -0.0359 -0.8209



DFT (the ωB97M-V functional and the def2-TZVPD basis) results for a structure of composition C52H81BiGeN3O2SeSi.

```
142
Properties=species:S:1:pos:R:3:forces:R:3
Bi -0.844 -0.550 0.904 -0.6 -0.2 0.1
C -1.166 3.060 1.461 0.0 0.0 0.0
C -1.501 1.985 2.209 0.1 -0.1 -0.1
C -2.414 1.129 1.381 0.2 -0.1 -0.1
C -2.580 1.856 0.091 0.0 -0.2 0.0
C -1.867 2.996 0.159 0.1 0.2 0.1
C -1.810 4.066 -0.882 0.1 -0.1 0.0
C -3.436 1.379 -1.047 0.1 0.1 0.1
C -3.624 0.529 2.046 0.0 0.0 0.0
C -1.110 1.666 3.626 -0.1 0.1 -0.1
C -0.229 4.163 1.839 -0.1 -0.1 0.0
H -1.720 5.054 -0.427 0.0 0.0 0.0
H -2.700 4.055 -1.511 0.0 0.0 0.0
H -0.940 3.904 -1.524 0.0 0.0 0.0
H -4.333 1.994 -1.158 0.0 0.0 0.0
H -3.767 0.348 -0.893 0.0 0.0 0.0
H -2.884 1.430 -1.990 0.0 0.0 0.0
H -4.284 0.030 1.340 0.0 0.0 0.0
H -4.178 1.351 2.514 0.0 0.0 -0.1
H -3.359 -0.178 2.831 0.0 0.0 0.0
H -1.851 2.051 4.334 0.0 0.0 0.0
H -0.151 2.117 3.882 0.0 0.0 0.0
H -1.039 0.587 3.790 0.0 0.0 0.0
H -0.644 5.140 1.584 0.0 0.0 0.0
H 0.715 4.058 1.295 0.0 0.0 0.0
H -0.013 4.156 2.906 0.0 0.0 0.0
N -0.982 -3.074 -3.992 0.1 0.1 0.0
C -0.597 -2.358 -2.905 0.1 -0.1 0.0
O 0.543 -1.956 -2.753 -0.1 -0.1 0.0
C -1.683 -2.081 -1.873 0.1 -0.1 0.2
C -1.131 -2.322 -0.458 -0.1 0.2 -0.4
H -0.282 -3.326 -4.669 0.0 0.0 0.0
H -1.889 -3.495 -4.061 -0.1 0.0 0.0
H -2.550 -2.716 -2.060 0.0 0.0 0.1
H -2.003 -1.047 -2.027 0.0 0.0 -0.1
H -0.109 -2.695 -0.521 0.0 0.0 0.1
H -1.710 -3.035 0.122 0.1 0.1 0.0
C 4.967 0.051 -0.261 0.0 -0.1 0.0
C 4.883 -1.445 -0.557 -0.1 0.1 0.1
C 3.956 -2.211 0.386 0.0 0.1 -0.1
C 2.467 -1.835 0.248 -0.1 0.0 0.1
Ge 1.797 -0.349 1.338 0.8 0.4 0.0
C 1.972 -0.561 3.276 -0.1 -0.2 0.0
C 3.400 -0.517 3.859 -0.1 0.2 0.0
C 3.814 0.874 4.339 0.0 0.0 -0.1
C 3.919 1.918 3.228 0.0 -0.1 0.1
H 5.696 0.539 -0.909 0.0 0.0 0.0
H 5.273 0.222 0.776 0.0 0.0 -0.1
H 4.004 0.545 -0.421 0.1 0.0 0.0
H 5.881 -1.881 -0.482 0.0 0.0 -0.1
H 4.540 -1.595 -1.585 0.0 0.0 0.0
H 4.299 -2.084 1.416 0.0 -0.1 0.0
H 4.046 -3.276 0.158 0.0 0.0 0.0
H 1.858 -2.690 0.557 0.0 0.0 -0.1
H 2.217 -1.621 -0.795 -0.1 0.0 0.0
H 2.132 1.051 0.818 -0.1 0.0 0.0
H 1.504 -1.526 3.478 0.0 0.0 0.1
H 1.350 0.193 3.764 0.0 -0.1 0.0
H 4.137 -0.885 3.139 0.0 0.0 0.1
H 3.430 -1.197 4.713 0.0 0.0 0.0
H 4.781 0.786 4.840 0.0 0.0 0.0
H 3.095 1.216 5.091 0.0 0.0 0.0
H 4.616 1.592 2.450 0.0 0.0 0.0
H 4.281 2.870 3.621 0.0 0.0 0.0
H 2.950 2.101 2.756 0.0 0.0 0.0
C 4.670 2.761 -2.670 0.0 0.1 0.0
C 4.449 3.823 -1.587 -0.1 -0.1 -0.1
C 2.985 4.022 -1.189 0.2 0.0 -0.1
C 2.096 4.576 -2.295 -0.1 -0.2 0.1
N 1.834 3.666 -3.416 0.0 0.2 0.0
C 1.253 2.440 -3.366 0.0 0.0 -0.3
Se 0.630 1.523 -1.901 0.0 0.0 0.3
N 1.155 1.987 -4.639 0.0 -0.1 -0.2
C 0.617 0.684 -5.023 -0.2 0.0 0.1
C -0.907 0.668 -5.097 0.0 0.1 -0.1
C -1.516 1.724 -6.013 -0.1 -0.1 0.0
C -3.040 1.641 -6.026 0.0 0.0 0.0
C 1.630 2.952 -5.525 -0.1 -0.2 0.1
C 1.697 2.984 -6.910 0.0 -0.1 -0.1
C 2.204 4.133 -7.493 0.0 0.0 0.0
C 2.639 5.209 -6.715 0.0 0.0 0.0
C 2.580 5.167 -5.331 0.1 0.1 0.0
C 2.057 4.021 -4.750 0.0 0.0 0.2
H 5.731 2.515 -2.755 0.0 0.0 0.0
H 4.338 3.105 -3.652 0.0 0.0 0.1
H 4.128 1.842 -2.428 0.0 0.1 -0.1
H 4.873 4.778 -1.918 0.0 0.0 0.1
H 4.997 3.530 -0.687 0.0 0.0 0.0
H 2.934 4.744 -0.369 0.0 0.0 0.0
H 2.569 3.085 -0.821 0.0 0.0 0.0
H 2.582 5.450 -2.722 0.0 0.1 -0.1
H 1.140 4.902 -1.886 -0.1 0.0 0.0
H 0.951 -0.046 -4.287 0.1 0.0 0.0
H 1.054 0.431 -5.989 0.0 0.0 0.0
H -1.300 0.797 -4.085 0.0 0.0 0.0
H -1.208 -0.328 -5.440 0.0 0.0 0.0
H -1.138 1.596 -7.033 0.0 0.0 0.0
H -1.210 2.721 -5.680 0.0 0.0 0.0
H -3.373 0.675 -6.415 0.0 0.0 0.0
H -3.475 2.421 -6.653 0.0 0.0 0.0
H -3.443 1.755 -5.016 0.0 0.0 0.0
H 1.364 2.152 -7.516 0.0 0.0 0.0
H 2.264 4.198 -8.572 0.0 0.0 0.0
H 3.028 6.095 -7.200 0.0 0.0 0.0
H 2.936 6.002 -4.742 0.0 0.0 0.0
C -0.375 -2.803 5.386 0.0 0.0 -0.1
C -1.878 -2.888 5.081 -0.1 -0.1 0.2
C -2.405 -4.212 5.670 0.0 0.0 0.0
C -2.568 -1.692 5.757 0.1 0.0 -0.1
Si -2.117 -2.891 3.210 0.2 -0.2 0.0
O -1.238 -1.622 2.620 -0.1 0.2 0.1
C -3.928 -2.862 2.679 -0.1 0.0 0.0
C -4.993 -2.963 3.581 0.0 0.0 0.0
C -6.317 -2.952 3.155 0.0 0.0 -0.1
C -6.615 -2.847 1.804 0.1 0.0 0.0
C -5.577 -2.758 0.883 0.0 0.0 0.0
C -4.261 -2.765 1.320 0.0 0.0 0.0
C -1.347 -4.431 2.465 0.0 -0.1 -0.1
C 0.017 -4.437 2.147 0.0 -0.1 0.0
C 0.620 -5.547 1.568 0.0 0.0 0.0
C -0.138 -6.683 1.303 0.0 0.0 0.0
C -1.487 -6.708 1.631 0.0 0.0 0.0
C -2.085 -5.590 2.204 0.1 0.0 0.0
H -0.213 -2.908 6.464 0.0 0.0 -0.1
H 0.036 -1.838 5.076 0.0 -0.1 0.0
H 0.188 -3.598 4.884 0.0 0.1 0.1
H -2.298 -4.198 6.761 0.0 0.0 -0.1
H -1.836 -5.065 5.289 0.0 0.0 0.0
H -3.458 -4.394 5.444 0.1 0.0 0.0
H -2.386 -1.722 6.838 0.0 0.0 0.0
H -3.648 -1.680 5.603 0.1 0.0 0.0
H -2.170 -0.743 5.381 0.0 -0.1 0.0
H -4.802 -3.054 4.642 0.0 0.0 -0.1
H -7.117 -3.029 3.882 0.0 0.0 0.0
H -7.645 -2.841 1.469 0.0 0.0 0.0
H -5.797 -2.690 -0.176 0.0 0.0 0.0
H -3.477 -2.692 0.574 -0.1 0.0 0.1
H 0.616 -3.555 2.363 0.0 -0.1 0.0
H 1.676 -5.531 1.324 0.0 0.0 0.0
H 0.325 -7.548 0.842 0.0 0.0 0.0
H -2.075 -7.598 1.439 0.0 0.1 0.0
H -3.145 -5.616 2.448 0.1 0.0 0.0
```
Positions in Å, forces in eV/Å.

Computed properties:
Orbital gap (eV): 6.45
Molar mass (g/mol): 1168.88
Charge: +1

These are the Löwdin partial charges, in e, on atoms 1 to 6: 1.7232 -0.1819 -0.2841 -0.4185 -0.2846 -0.2173



Energy above the lowest of the compared OMol25 structures with the same formula, charge and spin per entry: 1.172; 0.000; 0.729 eV